# 1
Computed, not measured: a molecular structure, C3H8K, with ωB97M-V/def2-TZVPD.

The geometry in ORCA input format:
```
! wB97M-V def2-TZVPD RIJCOSX def2/J DEFGRID3
* xyz 1 1
C -0.8030 0.9839 -0.0034
C 0.9411 -0.8519 -0.0381
C 0.6735 0.6437 -0.2023
H -1.4179 0.4424 -0.7418
H -0.9788 2.0660 -0.1251
H -1.1257 0.6868 1.0087
H 0.3548 -1.4235 -0.7771
H 2.0103 -1.0802 -0.1847
H 0.6470 -1.1791 0.9733
H 0.9891 0.9627 -1.2143
H 1.2807 1.2066 0.5325
K -2.5712 -2.4574 0.7723
*
```

The total energy is -19560.3085 eV.

List of natural (NBO) charges in e, atom by atom:
1 C -0.6076
2 C -0.6077
3 C -0.4037
4 H 0.1767
5 H 0.2420
6 H 0.1767
7 H 0.1767
8 H 0.2420
9 H 0.1767
10 H 0.2154
11 H 0.2154
12 K 0.9975

=====

# 2
Computed, not measured: a molecular structure, C7H11NO3 in a non-equilibrium geometry, with ωB97M-V/def2-TZVPD.

The geometry in ORCA input format:
```
! wB97M-V def2-TZVPD RIJCOSX def2/J DEFGRID3
* xyz 0 1
C -0.8663 -2.4361 0.6639
C -1.2094 -1.0433 0.8657
C -0.0793 -0.1458 0.5752
C 1.0988 -0.4508 1.4969
C -0.2533 2.1023 -0.0284
C 0.5860 2.1446 -2.3082
C 0.4724 0.0818 -0.8613
H -0.6809 -3.0549 1.8176
H -1.9360 -3.0214 0.0577
H 0.2287 -2.5860 -0.0291
H -2.0765 -0.8548 0.2254
H -1.5633 -0.9658 1.9059
H 1.4668 -1.6213 1.7372
H 2.0209 0.1061 1.0644
H 0.6543 -0.0793 2.6266
H 1.3831 2.8308 -1.9560
H -0.3235 2.5714 -2.5416
H 0.8904 1.3663 -3.2347
N 0.4644 1.3678 -1.0742
O -0.3129 1.1862 0.9813
O -0.7201 3.2000 -0.2268
O 0.7557 -0.6981 -1.7577
*
```

The total energy is -15066.5863 eV.

List of natural (NBO) charges in e, atom by atom:
1 C -0.6120
2 C -0.4981
3 C 0.1494
4 C -0.6329
5 C 0.9151
6 C -0.4116
7 C 0.6603
8 H 0.2148
9 H 0.2282
10 H 0.2556
11 H 0.2287
12 H 0.2372
13 H 0.2420
14 H 0.2306
15 H 0.2370
16 H 0.2235
17 H 0.2185
18 H 0.2404
19 N -0.4780
20 O -0.4947
21 O -0.5570
22 O -0.5971

=====

# 3
Computed, not measured: a gas-phase ion, C3H4N3 (charge +1) in a non-equilibrium geometry, with ωB97M-V/def2-TZVPD.

The geometry in ORCA input format:
```
! wB97M-V def2-TZVPD RIJCOSX def2/J DEFGRID3
* xyz 1 1
C -0.1685 2.1357 -1.0455
C -0.6705 -0.5489 0.6202
C 0.5399 -1.2758 0.2832
N -0.2082 1.7700 0.1623
N -0.6370 0.7023 0.5049
N 0.1443 2.4889 -2.0829
H -1.3870 -1.0159 1.2527
H 0.8092 -2.0560 0.8838
H 1.4211 -0.5930 0.1305
H 0.1566 -1.6072 -0.7093
*
```

The total energy is -7633.6134 eV. As for the SMILES: CC=[N+]=NC#N.

List of natural (NBO) charges in e, atom by atom:
1 C 0.2858
2 C 0.1791
3 C -0.6450
4 N 0.0161
5 N 0.0989
6 N -0.0466
7 H 0.2885
8 H 0.2764
9 H 0.2609
10 H 0.2859

=====

Number 1: LUMO -4.4 eV. Number 2: LUMO 0.7 eV. Number 3: LUMO -7.9 eV.